[1]
The following is a DFT calculation (ωB97M-V with the def2-TZVPD basis set) of a structure of composition C57H55N5O4S3Sn.

## Properties
- E_HOMO (eV) = -7.11
- energy (hartree) = -4188.698375

Each line ends with the Mulliken charge.
Geometry (Å):
N: -2.67 -2.44 0.96  0.59
H: -0.33 -5.22 -1.98  0.39
C: -1.37 -1.87 -4.38  -0.38
H: -1.89 -0.20 -5.63  0.36
H: -1.95 3.01 4.38  0.50
H: 1.33 4.91 -2.42  0.17
H: 1.59 5.59 -0.25  0.31
O: 1.44 -1.34 -2.48  -0.80
C: 0.53 0.93 4.52  -0.59
H: -4.29 4.28 -6.51  0.38
C: -4.48 -0.92 0.57  0.13
C: -3.40 -4.66 1.70  -2.45
N: -0.05 -2.98 1.22  1.85
H: 1.86 -1.57 4.21  0.42
H: 3.50 -7.14 -1.77  0.39
H: -1.99 -0.02 2.38  -0.74
H: 2.84 -4.66 1.44  0.46
C: 3.14 5.79 1.19  -0.96
C: -0.26 -1.40 4.03  -0.41
C: 1.77 -4.51 1.41  -1.12
H: -0.37 -5.08 5.26  0.42
O: 1.47 1.50 -0.15  -0.54
C: 1.46 2.81 -0.57  2.91
C: 0.63 1.83 6.75  -0.89
C: 1.49 1.85 4.12  0.02
C: -0.82 4.47 1.55  -0.86
C: 2.90 -6.24 -1.88  -0.51
C: 2.30 5.06 0.37  -0.13
H: -3.35 1.39 -3.47  0.48
H: -6.23 0.03 0.46  0.29
O: 0.68 -0.04 2.33  -0.89
C: 3.53 -5.01 -2.02  -0.80
H: 4.85 3.23 2.61  0.45
H: 1.03 -7.28 -1.76  0.42
H: 1.89 -2.36 1.21  0.21
C: -1.27 3.16 -5.47  -0.41
H: 1.81 1.85 3.09  0.08
C: 1.24 -3.23 1.27  -0.50
C: -1.59 3.13 3.36  -0.83
C: 0.11 0.93 5.84  -0.56
C: -1.51 0.62 3.13  -0.80
C: 3.10 1.82 -3.86  -0.57
C: 1.82 4.03 -2.81  -0.04
C: -3.98 2.81 -4.97  -0.80
H: 0.66 -2.67 -4.65  0.50
H: -1.88 4.59 -6.94  0.42
C: -0.01 3.35 -0.55  -1.28
H: -0.60 -1.19 -6.27  0.44
C: 0.89 -5.56 1.50  -0.97
H: -2.16 -2.47 -4.84  0.50
C: 0.05 0.22 -4.81  -0.53
H: -2.14 0.65 4.02  1.05
H: 0.29 1.82 7.78  0.42
C: 2.00 2.90 -2.01  -0.18
C: -3.56 3.71 -5.95  -0.49
H: -0.63 0.20 6.17  0.39
H: -5.04 2.69 -4.78  0.42
N: -5.86 -0.89 0.60  -0.53
H: -4.03 -4.26 2.49  0.55
C: 1.58 2.76 6.35  -0.72
C: 2.26 4.05 -4.12  -0.96
H: -1.80 -1.42 -3.48  0.06
C: 2.65 1.80 -2.55  -0.21
C: 1.52 -6.32 -1.87  -0.82
C: 2.77 -3.85 -2.16  -0.26
H: -6.32 -1.42 1.32  0.19
C: -0.20 -2.78 -4.00  -1.35
H: -0.08 4.36 -0.95  1.07
H: 3.25 2.95 -5.69  0.42
C: -0.48 -5.31 1.46  -1.20
H: -0.21 3.32 -5.63  0.28
C: -0.11 0.02 3.47  2.95
H: 1.24 -6.58 1.59  0.47
H: 4.73 5.71 2.65  0.41
C: -1.47 -2.06 4.18  0.08
C: -1.71 2.26 -4.51  0.30
H: -1.17 -6.13 1.52  0.33
C: 2.90 2.94 -4.66  -0.53
H: -4.04 -4.92 0.85  0.48
H: 1.99 3.47 7.06  0.41
H: 3.23 -2.87 -2.27  0.45
S: -0.51 1.36 -3.52  1.01
H: 2.75 3.48 4.70  0.46
H: 0.90 -0.29 -4.34  0.11
C: -0.91 -3.99 1.33  0.74
C: 0.88 -3.40 4.77  -0.68
C: -0.99 -0.75 -5.35  -1.03
H: -4.68 -2.88 1.09  0.36
C: -3.05 2.08 -4.24  -0.32
C: -1.36 2.01 2.58  -0.20
C: -0.61 3.32 0.82  -0.30
O: -1.32 0.59 -2.52  -0.94
H: 1.80 -3.91 5.00  0.42
H: -0.58 2.69 -1.21  -0.07
C: -1.32 4.38 2.84  -1.11
H: -0.50 -3.83 -4.01  0.68
C: 1.39 -3.94 -2.17  0.06
C: -1.51 -3.38 4.63  -0.68
H: -2.96 -5.57 2.08  0.41
C: -2.36 -3.64 1.30  0.81
C: 4.13 3.75 1.98  -0.78
H: 3.32 1.94 1.14  0.45
H: 3.60 0.94 -4.27  0.40
S: -3.59 0.36 0.07  -0.19
H: 2.11 4.93 -4.73  0.43
H: 2.76 0.92 -1.94  0.28
S: 0.43 -2.43 -2.33  1.38
H: -1.49 5.27 3.43  0.41
C: -0.34 -4.05 4.91  -0.67
N: -4.00 -2.15 0.95  -0.64
C: 0.75 -5.17 -2.01  -0.35
Sn: 0.03 0.10 0.34  1.68
C: 4.07 5.14 2.00  -0.60
H: 0.45 0.87 -5.60  0.76
C: 2.36 3.67 0.34  -0.32
H: -2.47 -3.88 4.74  0.47
C: 2.01 2.77 5.03  -0.42
H: 4.61 -4.94 -2.02  0.44
C: 3.29 3.03 1.16  -0.57
H: -0.57 5.43 1.12  0.47
C: 0.91 -2.08 4.34  -0.50
H: -2.40 -1.56 3.94  0.25
N: -0.91 2.12 1.33  1.05
C: -2.20 3.88 -6.19  -0.77
H: 3.08 6.87 1.20  0.44

---

[2]
The following is a DFT calculation (ωB97M-V with the def2-TZVPD basis set) of the molecule C6H11NO at a distorted geometry.

## Properties
- E_HOMO (eV) = -9.22
- SMILES = CC(=O)N1CCCC1
- energy (hartree) = -365.220079

Each line ends with the natural charge from an NBO analysis.
Geometry (Å):
C: 0.46 -1.45 0.38  -0.23
H: 1.24 0.54 -1.55  0.18
N: 0.55 0.03 0.34  -0.44
C: 0.13 0.67 1.51  0.68
H: -0.91 2.40 2.12  0.24
H: -0.09 2.66 0.56  0.21
H: 1.48 -1.82 0.53  0.20
C: -0.22 -1.85 -0.96  -0.43
C: -0.03 2.16 1.52  -0.71
H: 0.85 2.62 1.97  0.24
H: -0.16 -1.69 1.24  0.23
O: -0.03 0.04 2.53  -0.62
H: 0.37 -2.45 -1.65  0.21
H: -0.46 -0.59 -2.72  0.21
H: -1.67 -0.29 -1.44  0.20
C: -0.63 -0.55 -1.66  -0.41
C: 0.28 0.51 -1.02  -0.21
H: -0.11 1.51 -1.08  0.21
H: -1.06 -2.47 -0.62  0.22

---

[3]
The following is a DFT calculation (ωB97M-V with the def2-TZVPD basis set) of a structure of composition C26H26CdF3N5O2S5 at a distorted geometry.

## Properties
- E_HOMO (eV) = -7.47
- energy (hartree) = -3888.977175

Each line ends with the natural charge from an NBO analysis.
Geometry (Å):
H: -2.92 -2.65 5.14  0.22
N: -0.37 1.65 1.22  -0.68
H: 4.90 -0.32 -5.03  0.23
C: -1.96 -0.90 -2.04  0.08
H: 0.42 4.40 0.44  0.22
H: 6.63 -3.96 -3.53  0.22
O: 3.28 1.31 -2.50  -0.96
C: -3.03 -0.35 1.99  -0.24
C: -1.97 -1.24 2.18  0.16
N: 2.48 -0.75 -1.30  -0.99
C: 4.94 -1.12 -4.30  -0.21
H: 5.09 -3.91 -1.58  0.24
F: -3.31 -3.51 -1.60  -0.32
C: -3.20 -1.34 -2.57  -0.24
N: -1.74 0.42 -1.85  -0.60
N: -0.90 -1.40 1.35  -0.50
F: -2.67 -3.38 -3.66  -0.32
F: -4.72 -3.05 -3.14  -0.33
H: -1.50 3.44 1.43  0.18
S: 1.22 2.75 -1.11  0.20
C: -3.98 -1.11 4.08  -0.21
H: -0.66 4.19 -0.94  0.23
H: -1.03 0.94 1.50  0.40
H: -1.85 2.42 0.02  0.21
H: 3.42 3.35 -0.57  0.25
N: 2.19 0.66 1.12  -0.69
H: -5.09 -0.73 -3.36  0.23
H: 0.75 -2.66 1.20  0.25
C: -0.09 3.66 -0.18  -0.54
H: -0.03 1.99 3.30  0.19
C: 5.05 -3.14 -2.35  -0.15
S: 2.76 -0.01 -2.74  2.27
H: 2.61 -0.26 1.12  0.41
C: 3.21 -1.85 -1.14  0.13
H: -4.77 -1.03 4.82  0.22
S: -0.72 -1.97 -1.63  -0.33
H: 0.93 2.96 2.18  0.18
O: 1.56 -0.07 -3.54  -0.92
C: -2.96 -2.02 4.27  -0.21
H: 2.39 1.29 3.14  0.18
H: -3.07 0.25 1.09  0.22
C: -1.05 2.79 0.66  -0.24
C: -4.03 -0.30 2.94  -0.20
S: 3.17 -2.76 0.24  -0.23
H: 6.58 -2.15 -5.20  0.22
C: -3.46 -2.81 -2.74  0.98
H: -4.58 1.70 -3.10  0.22
C: 0.51 1.97 2.34  -0.23
H: 1.21 -0.01 2.81  0.21
S: -0.59 -3.16 3.20  0.39
C: 5.91 -3.15 -3.44  -0.20
H: -2.39 2.34 -2.09  0.19
C: -3.87 0.95 -2.80  -0.32
C: 4.13 -2.11 -2.25  -0.15
C: 2.63 2.91 0.03  -0.53
C: -4.15 -0.41 -2.95  -0.10
C: -2.65 1.30 -2.24  0.07
C: 3.18 1.62 0.64  -0.24
H: 3.75 1.12 -0.15  0.24
H: 3.87 1.90 1.45  0.18
C: -0.14 -2.35 1.73  -0.09
Cd: 0.49 0.07 -0.82  1.57
C: 1.63 0.93 2.43  -0.23
H: 2.34 3.63 0.80  0.21
H: -4.85 0.39 2.82  0.22
C: -1.97 -2.10 3.30  -0.25
C: 5.88 -2.14 -4.39  -0.19
C: 4.06 -1.14 -3.24  -0.22

---

Record-wise frontier orbital gap values, in eV: 7.29, 10.15, 7.34
Record-wise energy relative to the best compared isomer or geometry (same formula, charge and spin) values, in kcal per mole: 10.7, 7.1, 19.8